# 1
{
  "formula": "CH5N2Si",
  "method": "wB97M-V/def2-TZVPD",
  "multiplicity": 1,
  "gap_ev": 9.8,
  "relative_energy_kcal_mol": 40.8,
  "e_homo_ev": -15.846,
  "smiles": "C[Si@@H]1N=[NH+]1",
  "charge": 1,
  "symbols": ["C", "Si", "N", "N", "H", "H", "H", "H", "H"],
  "coordinates": [[-1.191, 0.505, -0.461], [0.271, -0.628, -0.544], [0.696, -1.231, 1.116], [1.431, -0.221, 0.911], [-0.934, 1.212, -1.130], [-2.160, 0.094, -0.562], [-1.260, 0.962, 0.551], [1.300, -1.063, -1.497], [1.846, 0.370, 1.616]]
}



# 2
{
  "formula": "CH5N2Si",
  "method": "wB97M-V/def2-TZVPD",
  "multiplicity": 1,
  "gap_ev": [8.0, 7.0],
  "relative_energy_kcal_mol": 86.9,
  "e_homo_ev": [-14.035, -14.058],
  "charge": 1,
  "symbols": ["C", "N", "N", "Si", "H", "H", "H", "H", "H"],
  "coordinates": [[-0.184, 0.911, 1.072], [2.563, -1.130, 0.241], [1.750, -0.772, -0.489], [0.473, -0.296, -1.548], [-1.235, 1.052, 0.819], [-0.076, 0.221, 1.916], [0.642, 1.514, 0.720], [0.483, 1.119, -1.581], [0.453, -1.297, -2.633]]
}



# 3
{
  "formula": "CH5N3",
  "method": "wB97M-V/def2-TZVPD",
  "multiplicity": 1,
  "gap_ev": 10.0,
  "relative_energy_kcal_mol": 32.8,
  "e_homo_ev": -9.132,
  "smiles": "N=C(N)N",
  "symbols": ["N", "C", "N", "N", "H", "H", "H", "H", "H"],
  "coordinates": [[-1.414, -0.195, -0.137], [-0.130, 0.117, -0.095], [0.240, 1.294, 0.509], [0.901, -0.841, -0.390], [-1.454, -1.081, -0.673], [-0.311, 1.146, 1.316], [-0.283, 2.054, 0.022], [1.690, -0.604, 0.124], [0.761, -1.889, -0.678]]
}



# 4
{
  "formula": "CH5N3O",
  "method": "wB97M-V/def2-TZVPD",
  "multiplicity": 1,
  "gap_ev": 10.4,
  "relative_energy_kcal_mol": 57.5,
  "e_homo_ev": -9.401,
  "smiles": "N/N=N/CO",
  "symbols": ["N", "N", "N", "C", "O", "H", "H", "H", "H", "H"],
  "coordinates": [[-2.242, -0.340, -0.026], [-0.888, -0.375, -0.016], [-0.213, 0.703, -0.027], [1.212, 0.461, 0.012], [1.635, -0.894, 0.073], [-2.562, 0.569, 0.284], [-2.578, -1.204, 0.336], [1.693, 1.049, 0.961], [1.795, 1.014, -0.914], [2.147, -0.983, -0.683]]
}



# 5
{
  "formula": "CH5N3O",
  "method": "wB97M-V/def2-TZVPD",
  "multiplicity": 1,
  "gap_ev": 10.2,
  "relative_energy_kcal_mol": 96.9,
  "e_homo_ev": -9.356,
  "smiles": "N/N=C/NO",
  "symbols": ["N", "N", "C", "N", "O", "H", "H", "H", "H", "H"],
  "coordinates": [[1.097, 1.501, -1.429], [0.964, 0.677, -0.089], [-0.217, 0.373, 0.215], [-0.399, -0.723, 1.038], [-1.281, -1.775, 0.433], [0.640, 2.405, -1.192], [1.981, 1.915, -1.495], [-1.137, 0.743, -0.391], [0.512, -1.292, 0.837], [-2.081, -1.990, 0.846]]
}



# 6
{
  "formula": "CH5N3O",
  "method": "wB97M-V/def2-TZVPD",
  "multiplicity": 1,
  "gap_ev": [7.9, 10.4],
  "relative_energy_kcal_mol": 134.7,
  "e_homo_ev": [-7.823, -9.471],
  "symbols": ["C", "N", "N", "N", "O", "H", "H", "H", "H", "H"],
  "coordinates": [[0.043, 0.758, -0.502], [-1.150, 0.377, 0.215], [-1.609, -0.733, -0.208], [1.761, -0.742, -0.161], [1.132, 0.417, 0.346], [0.227, 0.216, -1.505], [0.285, 1.877, -0.582], [-1.059, 0.598, 1.265], [-1.900, -1.445, 0.502], [2.269, -1.321, 0.629]]
}



# 7
{
  "formula": "CH5N3O",
  "method": "wB97M-V/def2-TZVPD",
  "multiplicity": 1,
  "gap_ev": 10.4,
  "relative_energy_kcal_mol": 70.2,
  "e_homo_ev": -10.074,
  "smiles": "[H]/N=C(\\N)NO",
  "symbols": ["H", "N", "C", "N", "N", "O", "H", "H", "H", "H"],
  "coordinates": [[-0.836, -1.889, -0.069], [-1.216, -1.011, -0.265], [-0.235, -0.258, -0.261], [1.111, -0.766, -0.330], [-0.307, 1.085, -0.690], [0.324, 1.690, 0.466], [1.807, -0.084, -0.061], [1.027, -1.593, 0.253], [-1.207, 1.318, -0.335], [-0.468, 1.508, 1.291]]
}



# 8
{
  "formula": "CH5N3O2",
  "method": "wB97M-V/def2-TZVPD",
  "multiplicity": 1,
  "gap_ev": 9.7,
  "relative_energy_kcal_mol": 104.8,
  "e_homo_ev": -8.760,
  "smiles": "CN/N=[N+](\\[O-])O",
  "symbols": ["C", "N", "N", "N", "O", "O", "H", "H", "H", "H", "H"],
  "coordinates": [[0.273, 0.679, -1.380], [-0.808, 0.867, -0.384], [-0.717, 0.208, 0.825], [-0.043, -0.827, 0.900], [0.884, -1.397, 0.348], [-0.552, -1.423, 2.150], [1.162, 0.781, -0.798], [0.310, -0.324, -1.710], [0.277, 1.412, -2.158], [-0.976, 1.934, -0.295], [0.189, -1.911, 2.500]]
}